# 1
Density functional theory data (ωB97M-V/def2-TZVPD) for a 6-piece molecular cluster, C24H48B3N5O9 overall.

Each line ends with the Löwdin charge.
Geometry (Å):
C: 5.773 -3.103 0.440  -0.116
C: 5.304 -2.083 -0.749  -0.095
B: 3.971 -1.301 -0.273  -0.427
O: 3.827 -0.788 1.102  0.138
B: 4.041 0.651 0.936  -0.215
O: 3.594 1.210 -0.342  0.149
B: 2.450 0.344 -0.681  -0.373
C: 0.921 0.850 -0.491  -0.065
O: 0.081 0.214 -1.491  -0.143
C: -0.827 -0.719 -0.896  -0.196
C: -2.259 -0.377 -0.392  0.028
C: -3.232 -1.441 0.235  -0.048
C: -2.779 -2.929 0.379  -0.096
C: -1.358 -3.302 -0.134  -0.086
C: -0.391 -2.223 -0.740  0.009
O: 2.833 -0.991 -1.143  0.196
H: 6.924 -3.195 0.471  0.078
H: 5.459 -2.741 1.477  0.076
H: 5.377 -4.158 0.253  0.066
H: 6.153 -1.296 -0.813  0.125
H: 5.230 -2.590 -1.767  0.109
H: 4.498 1.328 1.796  0.106
H: 0.562 0.686 0.593  0.154
H: 0.919 1.999 -0.649  0.136
H: -2.647 0.695 -0.478  0.078
H: -4.293 -1.173 0.611  0.069
H: -3.476 -3.714 0.847  0.086
H: -0.982 -4.378 -0.061  0.071
H: 0.655 -2.506 -1.100  0.087
C: -2.435 4.784 -4.560  -0.095
N: -2.597 3.855 -3.462  0.014
C: -1.660 3.048 -2.894  -0.525
C: -0.262 3.092 -3.446  0.006
O: -1.970 2.315 -1.962  0.023
H: -2.706 5.778 -4.206  0.059
H: -3.121 4.490 -5.359  0.081
H: -1.417 4.799 -4.941  0.072
H: -3.510 3.768 -3.037  0.139
H: 0.366 2.395 -2.891  0.062
H: -0.262 2.795 -4.497  0.090
H: 0.154 4.096 -3.335  0.080
C: 0.245 -2.158 5.147  -0.080
N: -0.990 -1.934 4.427  0.005
C: -1.880 -2.856 3.968  -0.550
C: -1.585 -4.310 4.218  -0.011
O: -2.883 -2.489 3.373  0.012
H: 0.180 -1.641 6.108  0.081
H: 1.063 -1.727 4.566  0.082
H: 0.438 -3.215 5.316  0.074
H: -1.258 -0.982 4.221  0.141
H: -2.385 -4.917 3.793  0.083
H: -0.646 -4.591 3.737  0.085
H: -1.536 -4.506 5.291  0.082
C: -7.336 0.625 3.768  -0.080
N: -6.309 0.399 2.775  0.010
C: -6.192 0.956 1.539  -0.532
C: -7.242 1.940 1.102  -0.011
O: -5.249 0.648 0.821  0.016
H: -6.859 0.998 4.677  0.082
H: -7.817 -0.331 3.987  0.083
H: -8.085 1.339 3.432  0.073
H: -5.565 -0.251 2.994  0.143
H: -7.009 2.293 0.097  0.084
H: -8.223 1.459 1.080  0.084
H: -7.256 2.800 1.775  0.084
C: 5.354 -8.716 -0.120  -0.081
N: 6.093 -7.566 0.356  0.001
C: 6.937 -6.756 -0.340  -0.554
C: 7.164 -7.055 -1.797  -0.011
O: 7.484 -5.818 0.224  0.016
H: 4.290 -8.530 0.040  0.083
H: 5.656 -9.584 0.470  0.082
H: 5.534 -8.914 -1.174  0.075
H: 5.992 -7.300 1.326  0.141
H: 7.859 -6.324 -2.211  0.085
H: 7.601 -8.050 -1.914  0.085
H: 6.223 -6.987 -2.347  0.085
C: 0.142 9.368 -1.089  -0.078
N: 0.017 8.207 -1.943  0.005
C: -0.883 7.982 -2.938  -0.532
C: -1.903 9.051 -3.225  -0.007
O: -0.846 6.932 -3.568  0.015
H: 1.141 9.788 -1.225  0.084
H: 0.030 9.044 -0.052  0.084
H: -0.605 10.127 -1.313  0.075
H: 0.667 7.444 -1.812  0.142
H: -2.547 8.723 -4.042  0.084
H: -2.524 9.224 -2.344  0.087
H: -1.405 9.974 -3.526  0.086

Forces on atoms 1 to 3 (eV/Å):
C 0.7391 -0.1665 -0.3096
C 0.5273 -0.0468 1.1863
B -1.2123 -0.1331 -0.6583

Computed properties:
- frontier orbital gap (eV) = 8.04
- HOMO (eV) = -7.41
- E_tot (hartree) = -1968.88504
- maximum force (eV/Å) = 4.8
- SMILES string = CCB1OBOB(COc2ccccc2)O1.CNC(C)=O.CNC(C)=O.CNC(C)=O.CNC(C)=O.CNC(C)=O

# 2
Density functional theory data (ωB97M-V/def2-TZVPD) for a 10-piece molecular cluster, C24H48Br14O4 overall.

Each line ends with the Löwdin charge.
Geometry (Å):
C: 5.337 1.506 -3.819  -0.036
C: 3.852 1.368 -3.429  -0.466
O: 3.119 0.584 -4.058  -0.014
C: 3.357 2.251 -2.336  -0.085
H: 5.545 0.924 -4.717  0.080
H: 6.007 1.332 -2.977  0.017
H: 5.548 2.552 -4.039  0.078
H: 3.988 3.127 -2.188  0.078
H: 3.250 1.673 -1.418  -0.032
H: 2.380 2.635 -2.629  0.087
C: 0.573 3.438 3.839  -0.033
C: 0.943 1.957 3.929  -0.448
O: 0.447 1.130 3.144  0.012
C: 1.923 1.520 4.976  -0.085
H: -0.308 3.746 4.401  0.083
H: 0.269 3.682 2.821  0.010
H: 1.306 4.170 4.180  0.073
H: 1.676 1.968 5.938  0.084
H: 2.916 1.852 4.675  0.031
H: 1.797 0.443 5.088  0.058
O: -5.078 -1.369 4.498  0.034
C: -4.289 -0.950 3.613  -0.442
O: -4.158 -1.478 2.322  -0.118
C: -4.896 -2.646 1.856  -0.196
C: -6.270 -2.218 1.172  -0.051
C: -3.358 0.219 3.834  0.017
H: -5.061 -3.300 2.712  0.111
H: -4.340 -3.084 1.027  0.076
H: -6.116 -1.360 0.517  0.046
H: -7.037 -1.938 1.894  0.066
H: -6.770 -3.083 0.736  0.067
H: -3.404 0.317 4.919  0.085
H: -3.791 1.162 3.499  0.056
H: -2.396 0.010 3.365  0.077
Br: -2.871 -1.110 -0.683  0.676
C: -1.022 -0.444 -1.248  -0.594
C: -0.202 -0.366 0.077  -0.675
Br: 1.714 -0.111 -0.208  0.693
H: -1.233 0.514 -1.722  0.013
H: -0.585 -1.197 -1.904  0.013
H: -0.339 -1.296 0.628  0.018
H: -0.537 0.483 0.673  -0.012
Br: -6.437 2.008 -2.391  0.567
C: -6.361 -0.005 -2.379  -0.635
C: -5.375 -0.460 -3.427  -0.714
Br: -5.394 -2.436 -3.696  0.545
H: -7.361 -0.431 -2.458  0.055
H: -6.044 -0.340 -1.392  0.018
H: -4.390 -0.159 -3.070  -0.032
H: -5.516 0.066 -4.372  0.050
Br: 3.877 -3.150 2.010  0.726
C: 2.070 -3.685 2.294  -0.725
C: 1.507 -2.820 3.383  -0.634
Br: -0.502 -3.118 3.392  0.586
H: 1.934 -4.742 2.523  0.066
H: 1.564 -3.498 1.347  0.044
H: 1.717 -1.761 3.232  0.034
H: 1.940 -3.179 4.317  0.060
Br: -1.642 0.329 -7.806  0.547
C: -0.391 1.004 -6.443  -0.681
C: -0.077 -0.045 -5.327  -0.577
Br: -1.836 -0.362 -4.426  0.656
H: -0.850 1.895 -6.015  0.046
H: 0.525 1.244 -6.983  0.049
H: 0.617 0.392 -4.608  0.041
H: 0.351 -0.956 -5.745  0.059
Br: -0.698 3.262 0.230  0.349
C: -2.557 3.297 1.062  -0.720
C: -3.546 2.570 0.207  -0.692
Br: -5.341 2.595 1.152  0.367
H: -2.953 4.303 1.206  0.032
H: -2.476 2.965 2.097  0.019
H: -3.317 1.526 -0.005  -0.026
H: -3.624 3.128 -0.726  0.036
Br: 5.826 1.060 -0.250  0.646
C: 5.921 0.583 1.702  -0.599
C: 4.501 0.243 2.230  -0.648
Br: 4.612 -0.199 4.193  0.620
H: 6.263 1.510 2.162  0.043
H: 6.649 -0.210 1.876  0.049
H: 4.008 -0.543 1.659  -0.061
H: 3.814 1.087 2.175  0.046
Br: 6.661 -2.696 -0.771  0.538
C: 4.974 -3.309 -1.656  -0.628
C: 4.277 -2.093 -2.345  -0.646
Br: 2.511 -2.613 -3.139  0.582
H: 4.391 -3.816 -0.888  0.008
H: 5.297 -4.034 -2.404  0.046
H: 4.949 -1.675 -3.094  0.053
H: 4.041 -1.345 -1.588  -0.016

Forces on atoms 1 to 3 (eV/Å):
C -0.7566 0.3525 -0.0066
C -0.1838 -1.3424 -1.7150
O 1.3655 1.5659 1.3113

Computed properties:
- frontier orbital gap (alpha / beta) (eV) = 2.09 / 7.87
- HOMO (alpha / beta) (eV) = -0.40 / -6.20
- charge = -1
- E_tot (hartree) = -37280.40511
- maximum force (eV/Å) = 4.0
- 2S+1 = 2

# 3
Density functional theory data (ωB97M-V/def2-TZVPD) for a 11-piece molecular cluster, C24H48Br20O2S overall.

Each line ends with the Löwdin charge.
Geometry (Å):
O: 24.182 22.432 -5.201  -0.365
S: 24.083 20.973 -5.288  0.732
O: 23.051 20.274 -4.510  -0.389
C: 23.903 20.586 -7.163  -0.265
C: 25.030 19.661 -7.501  -0.260
C: 26.296 19.915 -6.558  -0.227
C: 25.745 20.084 -5.130  -0.242
H: 24.025 21.489 -7.761  0.059
H: 22.886 20.342 -7.469  0.005
H: 24.633 18.656 -7.360  0.002
H: 25.264 19.877 -8.544  0.055
H: 26.761 20.838 -6.904  0.052
H: 27.023 19.114 -6.693  0.017
H: 26.344 20.427 -4.286  0.029
H: 25.498 19.078 -4.791  -0.010
Br: 27.350 19.832 -10.661  0.589
C: 27.455 17.896 -11.278  -0.577
C: 28.731 17.330 -10.719  -0.617
Br: 28.955 17.347 -8.676  0.529
H: 27.373 17.780 -12.359  0.075
H: 26.608 17.334 -10.887  0.032
H: 29.508 17.955 -11.159  0.045
H: 29.013 16.358 -11.123  0.064
Br: 28.288 23.196 -6.083  0.610
C: 28.368 23.114 -4.087  -0.612
C: 27.183 23.848 -3.463  -0.608
Br: 27.212 25.847 -3.853  0.550
H: 29.279 23.527 -3.654  0.064
H: 28.336 22.063 -3.798  0.041
H: 27.118 23.745 -2.380  0.055
H: 26.248 23.530 -3.924  0.017
Br: 22.798 14.607 -10.494  0.585
C: 23.941 14.686 -8.864  -0.650
C: 25.036 15.767 -8.994  -0.670
Br: 26.010 16.093 -7.332  0.657
H: 24.444 13.733 -8.702  0.056
H: 23.340 14.853 -7.970  0.030
H: 24.586 16.699 -9.336  0.046
H: 25.827 15.498 -9.694  0.040
Br: 23.587 25.764 -3.254  0.624
C: 23.286 25.735 -5.180  -0.708
C: 23.999 26.805 -5.939  -0.654
Br: 24.028 26.341 -7.877  0.616
H: 22.227 25.757 -5.437  0.064
H: 23.586 24.745 -5.523  0.015
H: 24.985 26.819 -5.475  -0.007
H: 23.635 27.827 -5.832  0.063
Br: 25.915 20.491 -1.472  0.637
C: 24.739 21.843 -0.615  -0.615
C: 23.550 22.184 -1.513  -0.647
Br: 22.202 23.483 -0.720  0.530
H: 25.313 22.735 -0.362  0.055
H: 24.381 21.376 0.302  0.045
H: 23.014 21.287 -1.822  0.005
H: 23.848 22.645 -2.454  0.007
Br: 22.348 17.579 -6.375  0.714
C: 20.894 17.870 -7.726  -0.556
C: 19.747 18.802 -7.153  -0.575
Br: 19.926 20.711 -7.772  0.573
H: 20.537 16.864 -7.946  0.047
H: 21.319 18.232 -8.663  0.037
H: 19.870 18.783 -6.071  0.026
H: 18.795 18.385 -7.481  0.057
Br: 22.275 24.209 -12.056  0.592
C: 23.453 23.815 -10.524  -0.701
C: 23.978 22.378 -10.539  -0.622
Br: 22.492 21.031 -10.312  0.581
H: 22.895 23.824 -9.588  0.034
H: 24.329 24.464 -10.528  0.052
H: 24.684 22.246 -9.719  0.043
H: 24.556 22.171 -11.439  0.053
Br: 21.624 19.093 -0.210  0.592
C: 22.533 17.754 -1.394  -0.603
C: 21.941 17.762 -2.837  -0.697
Br: 20.298 16.695 -3.116  0.573
H: 22.400 16.815 -0.856  0.042
H: 23.584 18.040 -1.432  0.025
H: 22.669 17.338 -3.528  -0.020
H: 21.853 18.783 -3.208  0.025
Br: 27.796 14.178 -3.011  0.558
C: 26.020 14.356 -3.877  -0.607
C: 25.269 15.515 -3.028  -0.579
Br: 26.360 17.175 -3.277  0.606
H: 25.671 13.352 -3.635  0.033
H: 26.103 14.517 -4.952  -0.014
H: 25.100 15.273 -1.979  0.058
H: 24.273 15.731 -3.416  0.030
Br: 33.199 20.490 -5.142  0.631
C: 32.376 19.531 -6.605  -0.702
C: 30.971 20.088 -6.818  -0.655
Br: 29.628 19.174 -5.690  0.600
H: 32.461 18.448 -6.517  0.061
H: 32.987 19.667 -7.497  0.058
H: 30.662 19.893 -7.846  0.034
H: 30.869 21.150 -6.597  0.021

Forces on atoms 1 to 3 (eV/Å):
O 0.2785 -1.0685 0.5680
S -0.3739 -0.4069 -1.8094
O 1.2969 0.8065 -0.4858

Computed properties:
- frontier orbital gap (eV) = 9.29
- HOMO (eV) = -9.48
- E_tot (hartree) = -52972.14532
- maximum force (eV/Å) = 2.6
- SMILES string = O=S1(=O)CCCC1.BrCCBr.BrCCBr.BrCCBr.BrCCBr.BrCCBr.BrCCBr.BrCCBr.BrCCBr.BrCCBr.BrCCBr